237
Properties=species:S:1:pos:R:3:forces:R:3 method="wB97M-V/def2-TZVPD" homo_energy_ha=-0.704 multiplicity=1 gap_ev=5.545 e_lumo_ev=-13.6 total_charge=+7 energy_ha=-5954.42717
C 5.250779 -3.138990 -0.272066 -0.443 -0.425 -1.352
C 4.786752 -2.743683 -1.729341 -0.156 0.534 0.664
C 4.519417 -3.966327 -2.593937 0.583 0.665 -0.984
N 4.296859 -3.705880 -4.105600 -0.136 0.051 0.149
C 2.833466 -3.346112 -4.405721 1.316 -0.435 0.565
C 4.574284 -5.031625 -4.853187 -0.344 0.216 1.511
C 5.103844 -4.596708 -6.200392 -0.222 -3.065 -1.105
C 5.287244 -3.130855 -6.236878 -0.143 0.990 0.798
C 5.312308 -2.722349 -4.777130 0.131 -0.728 0.887
H 6.165633 -3.717918 -0.398490 0.079 0.022 0.190
H 4.522176 -3.803187 0.192785 -0.067 0.001 0.131
H 5.472792 -2.314774 0.405790 -0.159 0.176 -0.371
H 5.511087 -2.032875 -2.127064 0.218 -0.329 -0.311
H 3.852982 -2.183746 -1.780766 -0.259 0.371 0.593
H 3.583321 -4.434978 -2.290296 0.307 -0.453 0.242
H 5.383866 -4.630099 -2.578524 -0.283 -0.186 0.268
H 2.737996 -3.268680 -5.488769 -0.219 0.121 0.222
H 2.529912 -2.451637 -3.861765 0.292 0.186 -0.254
H 2.260280 -4.186081 -4.013276 -0.130 0.023 -0.280
H 3.703070 -5.668466 -4.699788 -0.546 0.325 -0.969
H 5.244574 -5.623786 -4.230173 0.801 0.518 -0.305
H 4.510797 -4.973563 -7.033677 -0.530 0.266 0.110
H 5.995665 -5.193405 -6.391966 0.481 0.473 0.244
H 4.403232 -2.650482 -6.656226 0.504 0.191 -0.737
H 6.244040 -2.923057 -6.715900 -0.434 0.650 -0.221
H 5.106665 -1.685380 -4.511584 -0.289 -0.035 -0.111
H 6.275908 -2.986741 -4.341624 0.014 -0.030 0.169
C 3.205883 5.414351 -0.250361 -0.180 1.089 -0.415
C 3.554584 5.772021 -1.731482 1.093 -0.089 0.893
C 4.927238 5.243009 -2.119225 1.029 0.063 -2.043
N 5.355884 5.546963 -3.607091 0.379 1.236 0.593
C 6.806743 5.004090 -3.729129 -1.996 -0.377 -0.719
C 5.411983 7.070024 -3.947807 -0.636 -0.785 0.088
C 4.033854 7.438435 -4.587351 0.619 -0.326 0.928
C 3.498550 6.093748 -5.153719 -0.310 0.127 0.261
C 4.390298 4.989362 -4.632549 1.632 -0.874 -1.153
H 3.138949 4.354215 -0.005952 -0.230 0.153 -0.243
H 2.319934 6.002914 -0.012082 -0.717 -0.649 -0.052
H 3.844654 5.877941 0.501416 0.841 -0.177 -0.419
H 3.611825 6.858678 -1.794629 -0.147 0.068 0.056
H 2.799823 5.468005 -2.456745 -0.110 -0.306 0.179
H 5.105333 4.167664 -2.122087 -0.736 -0.243 0.425
H 5.775865 5.659442 -1.576549 -0.410 0.308 0.441
H 6.658950 3.959411 -3.455456 0.731 -0.104 -0.141
H 7.525082 5.536356 -3.105600 -0.385 0.076 0.034
H 7.011420 5.123924 -4.793011 0.453 -0.219 0.212
H 6.227468 7.221647 -4.654981 -0.065 -0.216 0.005
H 5.692132 7.558492 -3.014527 -0.245 0.263 -0.134
H 4.184413 8.199398 -5.353102 -0.056 -0.208 -0.032
H 3.416580 7.900461 -3.816887 -0.252 -0.198 -0.135
H 3.533701 6.138116 -6.242243 -0.008 -0.167 0.095
H 2.507486 5.731711 -4.880182 -0.460 1.099 0.034
H 4.962575 4.636533 -5.490513 0.685 0.181 0.162
H 3.932755 4.036444 -4.366645 -0.200 0.334 0.937
C -2.108569 3.248541 -2.936753 1.274 0.651 0.659
C -1.150100 3.980138 -1.878727 -0.905 -1.733 -1.765
N -1.928741 4.157394 -0.682159 -0.517 3.318 0.316
C -2.398975 3.091411 -0.015309 -0.735 0.652 2.473
C -3.006403 3.649285 1.096577 -0.767 -3.709 1.109
N -2.913892 4.941901 1.116479 1.845 2.623 -4.838
C -2.328369 5.339544 -0.062241 0.793 -2.881 0.765
C -3.542624 5.856714 1.986101 -1.091 0.251 0.911
H -2.957931 3.888531 -3.175712 0.367 0.096 -0.384
H -2.535221 2.319699 -2.558167 0.162 -0.006 0.399
H -1.498621 2.958396 -3.792253 -0.273 0.381 -0.261
H -0.694000 4.882152 -2.286717 -0.339 0.067 0.291
H -0.368771 3.282849 -1.576383 0.314 0.143 -0.292
H -2.203844 2.049289 -0.221012 -0.022 0.349 -0.284
H -3.569738 3.237689 1.920977 0.203 -0.643 -0.141
H -2.142584 6.367472 -0.336576 0.172 -0.160 -0.251
H -4.609030 5.693772 1.830123 -0.153 0.354 0.537
H -3.302869 6.873202 1.674039 0.135 -0.077 0.552
H -3.226890 5.545960 2.982010 -0.273 0.814 0.218
C 2.332923 1.856731 -0.066607 2.257 0.013 -0.681
C 2.038936 0.399981 -0.391736 -0.887 1.166 2.055
N 1.116911 0.208337 -1.463232 -2.196 0.192 -2.984
C 1.492779 0.259741 -2.829165 -2.602 -1.311 0.408
C 0.352977 -0.093976 -3.556251 0.008 -0.051 2.052
N -0.736612 -0.246212 -2.638784 3.431 1.112 0.712
C -0.228513 -0.006400 -1.378426 0.833 -0.498 -1.980
C -2.067099 -0.645855 -3.003954 -1.102 -0.511 -0.113
H 2.848433 2.342695 -0.894970 -0.424 0.209 -0.385
H 3.183818 1.775084 0.609711 -0.082 0.191 0.521
H 1.591643 2.498619 0.409392 -0.372 -0.441 -0.263
H 1.483195 0.139628 0.509080 0.209 -1.088 0.079
H 2.923631 -0.216793 -0.549883 -0.038 0.233 -0.008
H 2.506905 0.458652 -3.142798 0.555 0.148 0.002
H 0.217563 -0.430382 -4.573544 0.084 0.522 -0.090
H -0.818597 -0.024293 -0.474060 0.216 -0.129 -0.004
H -2.840543 0.061306 -2.704270 0.239 0.159 0.210
H -2.306485 -1.613969 -2.564021 0.014 -0.013 0.042
H -2.184504 -0.749809 -4.082613 0.413 0.061 0.025
C 5.772815 4.198807 5.717760 -0.937 -1.521 0.034
C 5.029788 3.578163 6.984627 1.986 0.033 -0.254
C 4.540402 2.095603 6.849003 0.730 0.719 -1.169
C 5.716075 1.110156 6.395893 -0.989 0.360 1.240
N 5.305427 -0.398433 6.435554 -0.415 1.745 0.333
C 4.909543 -0.729039 7.919977 0.489 -2.219 -1.134
C 5.246178 -2.209817 8.027397 1.252 -1.508 -0.111
C 6.354513 -2.532473 6.958158 -1.504 -1.302 0.420
C 6.518035 -1.324013 6.128931 0.613 1.856 1.004
C 4.105828 -0.614140 5.521038 1.503 -0.374 -1.355
C 4.380982 -0.222132 3.990701 -1.193 0.254 2.019
C 3.274101 -0.803522 3.109070 0.557 -0.234 -0.584
H 5.271467 3.851226 4.814467 -0.655 0.386 -0.268
H 6.735186 3.721436 5.533180 0.364 0.209 0.674
H 5.899092 5.280023 5.661910 -0.178 -0.175 0.420
H 4.275765 4.222633 7.436538 -0.341 -0.120 -0.549
H 5.795252 3.571560 7.760580 0.093 -0.043 0.229
H 3.723635 2.131162 6.128084 -0.055 -0.335 -0.343
H 4.076847 1.839525 7.801699 0.372 -0.405 0.050
H 6.498749 1.252148 7.141126 0.036 -0.395 0.144
H 6.220546 1.345508 5.458763 -0.600 -0.092 -0.250
H 3.836512 -0.657581 8.097753 0.286 1.015 -0.045
H 5.607488 -0.263251 8.615684 -0.523 0.821 -0.324
H 4.486043 -2.976345 7.876624 -0.654 0.677 -0.042
H 5.627753 -2.450327 9.019690 0.009 0.256 0.044
H 5.963029 -3.291519 6.280898 0.125 -0.483 0.376
H 7.256729 -2.917892 7.433081 0.082 0.273 -0.321
H 6.710591 -1.527008 5.075449 -0.402 0.455 0.059
H 7.344124 -0.764079 6.567259 0.168 0.273 -0.512
H 3.254147 -0.053130 5.905746 0.193 -0.053 0.035
H 3.911165 -1.685829 5.561925 -0.206 -0.029 0.116
H 5.340337 -0.561644 3.600230 -0.030 -0.142 0.289
H 4.381415 0.866851 3.943690 0.047 0.067 -0.116
H 3.373674 -1.888949 3.115278 -0.007 -0.087 -0.288
H 3.476629 -0.412858 2.111840 -0.016 -0.342 -0.298
H 2.215409 -0.601946 3.272266 0.113 0.431 0.759
C 0.930957 2.199064 3.517296 0.774 -0.195 0.155
C -0.536279 2.222969 3.692108 -1.261 -0.480 0.316
C -1.044256 0.902304 4.181267 -0.706 -1.528 1.090
C -2.533955 0.902132 4.423818 -0.423 -1.314 0.069
N -3.094523 -0.466194 5.045700 -1.004 1.508 -0.804
C -4.618279 -0.244667 5.089789 -0.927 -0.082 0.926
C -5.107450 -0.743363 6.468361 -0.707 0.315 -0.129
C -3.963234 -0.391625 7.391344 1.077 0.442 -0.200
C -2.713099 -0.595905 6.526148 0.700 -1.324 -0.143
C -2.660337 -1.747231 4.237285 -0.869 0.606 1.301
C -3.633084 -3.003088 4.489609 1.291 -0.357 -0.772
C -2.978233 -4.333942 4.093168 1.222 -0.323 -0.126
H 1.225982 1.684552 2.602781 0.163 0.373 -0.208
H 1.314841 1.563373 4.315190 0.443 0.295 0.191
H 1.315649 3.213195 3.625240 0.469 -0.250 -0.364
H -1.095699 2.423926 2.778453 0.072 0.688 -0.097
H -0.785956 2.907428 4.502843 -0.200 0.516 -0.359
H -0.591464 0.659643 5.142616 0.350 0.127 0.103
H -0.822157 0.030067 3.566467 0.357 0.195 -0.532
H -3.082077 1.058821 3.494791 -0.134 -0.330 -0.158
H -2.845647 1.727254 5.064226 0.028 -0.329 0.454
H -5.162438 -0.610438 4.219037 0.454 -0.412 -0.001
H -4.822717 0.825292 5.128420 0.478 0.111 -0.204
H -5.462282 -1.772615 6.521512 0.682 -0.223 -0.198
H -5.995681 -0.219568 6.821634 -0.062 0.380 -0.444
H -4.002868 -0.953018 8.324822 0.422 -0.195 -0.198
H -3.882713 0.654088 7.688161 -0.880 0.165 -0.004
H -2.336916 -1.615736 6.606970 0.024 -0.001 0.176
H -1.860574 0.063177 6.690203 -0.286 0.089 0.289
H -1.625075 -1.831918 4.567669 -0.118 -0.855 0.342
H -2.513442 -1.421937 3.207381 -0.817 -0.222 -0.272
H -4.497578 -3.016022 3.825840 -0.236 0.917 0.299
H -3.953316 -3.168693 5.518259 0.038 0.791 0.033
H -2.075657 -4.606482 4.640136 0.115 0.421 0.348
H -2.651427 -4.327007 3.053342 -0.211 0.018 -0.268
H -3.603547 -5.213530 4.246198 -0.473 0.365 -0.102
C -4.740587 -6.794285 -4.343218 0.042 -1.178 0.780
C -4.233601 -5.900374 -3.184921 -1.186 -0.190 -0.992
C -2.896576 -6.394582 -2.681247 0.743 0.387 0.455
C -2.361148 -5.486513 -1.522530 0.515 -2.194 -0.638
N -0.967450 -5.927899 -0.869154 -1.489 0.118 -1.297
C -0.861991 -5.087030 0.391916 1.020 -0.267 -0.545
C -0.433300 -3.647188 -0.081993 -0.111 -1.988 0.509
C 0.297477 -3.900858 -1.448450 -0.668 0.410 0.886
C 0.156943 -5.423148 -1.769604 -0.555 0.618 0.975
C -0.828693 -7.528471 -0.706680 -0.854 1.059 -0.595
C -1.896509 -8.150187 0.198725 0.682 -0.546 -0.117
C -1.864973 -9.700189 0.029629 0.226 -0.233 0.106
H -4.926470 -7.744659 -3.842892 0.168 -0.454 -0.282
H -4.020853 -6.994919 -5.136830 0.076 0.306 0.033
H -5.718929 -6.610109 -4.787099 0.176 0.814 0.133
H -4.944889 -6.076516 -2.377996 -0.198 0.522 0.120
H -4.298029 -4.865514 -3.521122 0.434 0.306 0.346
H -2.199252 -6.508126 -3.511278 0.234 0.164 0.006
H -3.105970 -7.396519 -2.306559 0.301 -0.067 0.125
H -3.101253 -5.610181 -0.731919 0.174 0.610 0.121
H -2.202933 -4.472104 -1.888660 -0.183 0.017 0.337
H -0.062719 -5.579401 0.945838 -0.051 0.234 0.375
H -1.799365 -5.110996 0.947660 0.188 -0.162 -0.089
H 0.175609 -3.192763 0.699561 0.130 -0.018 -0.145
H -1.357765 -3.075115 -0.160705 0.156 0.248 -0.368
H 1.336218 -3.571021 -1.430423 0.029 -0.213 0.113
H -0.230797 -3.194575 -2.088913 0.187 -0.555 -0.897
H 1.005225 -6.009707 -1.416814 0.330 0.332 -0.378
H -0.062793 -5.622202 -2.818513 -0.036 -0.209 0.189
H 0.198771 -7.738793 -0.409716 -0.064 0.318 0.593
H -0.863316 -7.926602 -1.720778 -0.356 0.279 -0.167
H -2.920099 -7.835727 -0.004904 0.111 0.309 -0.286
H -1.641516 -7.791295 1.195857 -0.237 -0.494 0.364
H -2.164721 -10.030686 -0.964865 -0.096 0.435 -0.213
H -2.524679 -10.258111 0.694168 -0.134 0.511 0.243
H -0.890283 -10.164959 0.178260 0.243 0.380 0.146
C -7.603964 4.231042 -6.973507 -0.643 -0.653 0.305
C -8.066005 3.654746 -5.610034 -0.629 0.174 0.370
C -7.008941 3.061288 -4.688427 1.055 0.639 1.145
C -7.551647 2.765426 -3.267713 0.258 0.149 0.071
N -6.446626 2.346796 -2.213588 0.098 -0.397 0.988
C -7.018594 2.074270 -0.832049 -1.223 0.858 -0.146
C -7.279850 3.495628 -0.201096 0.355 -1.078 -0.279
C -6.139223 4.392021 -0.741277 -0.259 -1.334 -0.404
C -5.436558 3.455220 -1.814847 -0.837 0.751 -0.181
C -5.729651 1.054563 -2.659183 0.208 1.356 -1.531
C -6.620620 -0.095427 -3.082224 0.430 -0.758 1.310
C -5.751533 -1.301474 -3.508797 0.061 1.105 -0.667
H -6.694321 4.805880 -6.799676 0.126 -0.142 -0.336
H -8.356819 4.917597 -7.360757 -0.034 0.126 0.322
H -7.534078 3.501967 -7.780768 0.583 -0.176 0.252
H -8.859864 2.909473 -5.560355 -0.305 0.004 -1.086
H -8.524072 4.513576 -5.119437 0.101 0.062 0.460
H -6.255136 3.826168 -4.501783 0.319 0.284 -0.238
H -6.441824 2.235636 -5.118289 -0.389 -0.331 -0.147
H -8.343183 2.017793 -3.216356 0.323 -0.347 -0.044
H -8.038570 3.660435 -2.880458 0.331 0.186 0.148
H -6.290566 1.434666 -0.333071 0.150 0.400 0.284
H -7.917167 1.465851 -0.934481 -0.098 0.204 0.007
H -7.187676 3.471138 0.884723 -0.446 -0.266 -0.074
H -8.277748 3.843294 -0.468359 0.120 -0.003 0.057
H -5.517212 4.580883 0.133666 0.561 0.017 -0.417
H -6.498325 5.364007 -1.079480 0.112 -0.239 -0.428
H -4.600663 2.926766 -1.356468 -0.074 -0.021 -0.089
H -5.096865 3.992791 -2.700128 -0.119 -0.172 0.010
H -5.043249 0.689050 -1.895415 -0.107 0.433 0.401
H -5.134468 1.426059 -3.493364 0.242 -0.273 -0.217
H -7.323634 0.171439 -3.871303 -0.076 -0.135 0.297
H -7.060384 -0.404222 -2.133881 -1.063 -0.014 -0.310
H -5.213988 -0.905689 -4.370481 0.310 -0.612 -0.337
H -6.325695 -2.181549 -3.798460 -0.091 0.252 0.004
H -5.020183 -1.603021 -2.758931 -0.060 0.073 0.259
Br 5.166279 1.365062 -3.211843 -0.827 -0.206 0.289